{"formula": "CH2N2O2S2", "method": "ωB97M-V with the def2-TZVPD basis set", "energy_ha": -1095.59534, "molar_mass_g_mol": 138.17, "smiles": "N#CSS(N)(=O)=O", "e_lumo_ev": -1.029, "relative_energy_kcal_mol": 34.19, "max_force_ev_per_a": 5.4, "elements": ["N", "C", "S", "S", "N", "O", "O", "H", "H"], "xyz": [[0.809863, 1.808280, 2.532079], [0.691641, 1.685220, 1.401217], [0.804066, 1.573457, -0.235022], [-0.266068, -0.638012, 0.132694], [-0.308987, -0.924108, -1.436596], [0.713775, -1.204087, 0.904947], [-1.580640, -0.462579, 0.553109], [0.408100, -0.993788, -2.102747], [-1.271749, -0.844383, -1.749683]], "forces_ev_per_a": [[-0.3, 0.1, 1.4], [0.8, 0.7, 0.1], [-1.4, -1.9, -0.5], [0.9, 4.4, -3.1], [-2.3, -1.0, 0.7], [2.6, -2.3, 1.5], [-2.0, 0.1, 0.5], [1.3, -0.1, -0.4], [0.4, -0.1, -0.3]], "mulliken_charge": [-0.404, 0.427, -0.245, 1.005, -0.379, -0.439, -0.462, 0.236, 0.261]}